ORCA calculation (ωB97M-V with the def2-TZVPD basis set) on a cluster of 9 separate species, C36H75BCl2O27PS2 in total.

Structure (XYZ):
```
144
Properties=species:S:1:pos:R:3:forces:R:3
C 2.54646 -3.15386 -3.41137 -0.12 0.63 -0.06
B 2.25021 -2.31665 -4.66712 0.56 -1.20 0.74
O 2.17346 -2.85539 -5.88199 -1.06 0.00 -0.24
S 1.91444 -0.41082 -4.68118 -0.05 1.13 0.16
C 3.27288 0.47270 -3.77951 0.33 0.29 -0.08
Cl 4.59872 -0.58348 -3.34641 0.16 -0.45 -0.34
C 3.69619 1.65035 -4.68024 0.06 -0.69 0.04
C 5.11991 2.09943 -4.48764 -0.32 0.41 -0.04
Cl 2.50345 2.93418 -4.43538 -0.30 0.19 0.11
P 0.10975 -0.10303 -3.51469 -2.29 0.60 -1.65
O -0.10225 -1.52413 -2.86340 0.25 -0.12 0.59
O 0.43918 0.97057 -2.41839 0.59 -0.59 0.67
S -1.28599 0.37312 -4.71994 0.49 -0.07 0.08
H 1.86038 -3.98903 -3.43512 -0.27 -0.37 -0.04
H 3.54306 -3.56999 -3.44527 0.39 -0.12 0.01
H 2.39124 -2.62224 -2.49075 0.14 0.14 0.51
H 1.29868 -2.68936 -6.27754 0.54 0.09 -0.66
H 2.85754 0.86964 -2.87245 -0.30 0.01 0.48
H 3.56982 1.32459 -5.69657 -0.03 0.03 -0.58
H 5.18844 3.10314 -4.86696 0.14 0.47 -0.14
H 5.75560 1.48812 -5.09991 0.46 -0.39 -0.05
H 5.43651 2.09656 -3.45842 0.12 -0.01 0.40
H -1.06810 -1.68068 -2.83796 0.05 -0.43 -0.13
H 0.05454 0.71764 -1.55524 0.26 0.39 0.05
C 1.02105 2.38128 3.94690 0.15 0.01 -0.20
C 0.03229 3.47936 3.62126 -0.08 -0.23 0.35
O 0.47600 4.29022 2.51652 0.00 0.04 0.07
C 0.32790 3.77306 1.30901 0.02 0.03 0.08
O -0.17119 2.70707 1.03385 0.03 -0.15 -0.03
O 0.82511 4.63668 0.42514 0.00 -0.01 -0.08
C 0.76838 4.17662 -0.92220 0.07 0.05 -0.29
H 2.01226 2.80143 4.12078 -0.14 -0.07 0.10
H 0.70523 1.84237 4.83922 -0.02 0.04 0.04
H 1.10315 1.66998 3.12819 -0.07 -0.07 -0.06
H -0.05092 4.16450 4.46076 0.04 0.17 -0.09
H -0.96194 3.08517 3.41564 0.03 -0.02 -0.16
H -0.24565 3.89901 -1.20168 -0.02 -0.07 0.05
H 1.44217 3.33014 -1.05849 -0.05 -0.06 0.00
H 1.09905 4.99706 -1.55116 0.05 0.10 0.11
C -5.63452 -4.66040 -2.91358 0.08 0.11 -0.28
C -4.33588 -5.41833 -2.74279 -0.32 0.00 0.37
O -3.64618 -5.59973 -3.99694 0.01 0.00 -0.02
C -3.01276 -4.54308 -4.46558 0.01 -0.28 0.03
O -2.92767 -3.45914 -3.93681 0.13 0.19 0.11
O -2.44772 -4.86974 -5.63454 -0.04 0.12 0.09
C -1.82874 -3.76033 -6.27314 0.20 0.13 -0.19
H -6.26468 -5.14996 -3.65622 -0.04 -0.08 0.07
H -6.17236 -4.61764 -1.96786 0.00 -0.04 0.02
H -5.45698 -3.64008 -3.25019 0.03 0.04 0.08
H -4.53358 -6.42406 -2.38169 0.10 -0.09 -0.15
H -3.67564 -4.93267 -2.02554 0.08 0.09 -0.11
H -1.14923 -3.26460 -5.57759 -0.04 0.11 -0.01
H -2.58399 -3.05422 -6.61334 0.04 0.10 0.05
H -1.27326 -4.13328 -7.12932 -0.10 -0.21 0.02
C 7.05826 4.89615 1.54500 0.05 -0.29 -0.02
C 5.94706 5.06079 0.53267 0.15 0.39 0.23
O 5.77918 3.88423 -0.28848 -0.04 -0.02 -0.09
C 5.16317 2.86654 0.29366 0.14 0.21 -0.09
O 4.72042 2.83373 1.40869 -0.16 -0.04 0.19
O 5.10307 1.85496 -0.58584 -0.04 -0.10 -0.10
C 4.53077 0.66050 -0.05023 -0.21 -0.08 -0.07
H 7.98701 4.61602 1.04660 0.02 0.10 -0.03
H 7.21288 5.82747 2.08723 -0.03 0.03 -0.01
H 6.82109 4.11785 2.26784 -0.08 0.04 0.05
H 6.18839 5.85971 -0.16393 -0.02 -0.11 -0.16
H 5.00228 5.31280 1.01078 -0.06 -0.15 0.02
H 3.56188 0.86260 0.40375 0.03 0.06 0.12
H 5.19360 0.20427 0.68193 -0.01 0.03 0.05
H 4.39935 -0.00213 -0.89902 0.09 -0.05 0.11
C 0.40897 -1.13309 1.62163 0.16 -0.12 0.17
C 0.01135 -2.06908 0.50153 -0.17 0.33 0.15
O 0.86148 -3.22036 0.43068 0.03 0.11 -0.24
C 0.62751 -4.15796 1.35743 0.08 -0.14 -0.03
O -0.23037 -4.11584 2.19521 -0.11 0.05 0.07
O 1.50381 -5.13970 1.17629 0.04 -0.04 -0.04
C 1.42325 -6.19174 2.14886 0.09 -0.28 0.13
H 1.46343 -0.86397 1.53282 -0.01 0.07 -0.06
H -0.18994 -0.22330 1.59503 -0.02 0.07 -0.04
H 0.27092 -1.60585 2.59204 -0.07 -0.01 -0.01
H 0.13125 -1.56921 -0.45851 0.12 -0.17 -0.05
H -1.03183 -2.37420 0.58794 0.03 -0.12 0.09
H 0.41435 -6.58961 2.21535 -0.08 0.12 0.02
H 1.74770 -5.82726 3.12088 -0.10 0.05 0.04
H 2.09448 -6.98114 1.82499 0.08 0.10 -0.15
C 6.75480 5.34866 7.86821 -0.08 -0.18 -0.17
C 6.27861 6.64344 7.24633 0.16 0.04 0.37
O 5.95727 6.48588 5.85385 0.04 0.04 -0.04
C 4.79738 5.88810 5.59807 0.13 0.10 -0.07
O 4.00109 5.49754 6.40864 -0.13 -0.08 0.09
O 4.66291 5.80160 4.27290 -0.02 -0.03 -0.10
C 3.48521 5.11403 3.84496 -0.08 -0.02 -0.16
H 7.59252 4.94074 7.30156 0.07 0.07 0.05
H 7.07329 5.51874 8.89598 0.03 0.04 0.00
H 5.96331 4.60159 7.87397 -0.07 0.04 0.05
H 7.07351 7.38507 7.27251 0.00 0.04 -0.18
H 5.42291 7.05527 7.77912 -0.11 -0.08 -0.07
H 2.59155 5.54890 4.28608 0.02 0.00 0.10
H 3.55395 4.05680 4.09387 0.06 0.07 0.06
H 3.43879 5.21949 2.76602 0.07 0.02 -0.02
C 3.41334 -10.06296 -1.46892 0.12 -0.13 0.14
C 1.99187 -9.99522 -0.95073 0.21 0.27 -0.28
O 1.64863 -11.16429 -0.19734 -0.15 0.05 -0.04
C 2.15962 -11.22035 1.03168 0.01 -0.20 -0.08
O 2.85508 -10.38620 1.55018 0.01 0.18 0.09
O 1.77777 -12.36798 1.58264 -0.03 -0.03 0.06
C 2.31981 -12.61189 2.88494 0.00 -0.11 0.14
H 3.56427 -10.97828 -2.04132 -0.05 0.04 -0.10
H 3.62512 -9.20625 -2.10883 -0.03 0.00 -0.03
H 4.12957 -10.06443 -0.64967 -0.02 0.07 0.04
H 1.29809 -9.96549 -1.78807 -0.14 -0.19 0.08
H 1.82563 -9.10106 -0.34990 0.05 -0.05 0.13
H 2.11381 -11.78219 3.55583 0.04 0.08 -0.04
H 3.39240 -12.78250 2.81976 0.03 0.09 0.00
H 1.83380 -13.50777 3.25697 -0.06 -0.03 -0.11
C -6.74752 2.54085 -1.06271 -0.02 0.00 -0.26
C -6.30486 1.16204 -0.62560 0.01 0.31 0.29
O -6.58759 0.16093 -1.61853 -0.02 -0.08 0.08
C -5.76767 0.13283 -2.66125 -0.17 0.05 0.07
O -4.81039 0.84258 -2.83690 0.19 -0.02 -0.02
O -6.19108 -0.82024 -3.49145 0.04 -0.11 -0.06
C -5.45088 -0.90712 -4.70877 0.09 -0.04 -0.24
H -7.80159 2.53207 -1.34048 -0.04 0.00 0.12
H -6.60305 3.26075 -0.25706 -0.04 -0.02 0.04
H -6.18327 2.87983 -1.92969 0.09 -0.01 0.03
H -6.86261 0.85304 0.25559 -0.07 -0.16 -0.07
H -5.24576 1.14128 -0.37004 0.06 -0.02 -0.15
H -4.38600 -1.01791 -4.51460 0.02 0.06 0.05
H -5.63249 -0.02431 -5.31983 0.08 0.05 0.02
H -5.81003 -1.78469 -5.23819 -0.13 -0.04 0.11
C -8.98480 8.74637 2.36847 0.15 -0.15 0.16
C -9.39576 7.77840 1.28035 -0.18 0.36 -0.02
O -8.56351 6.60588 1.25953 0.03 -0.02 -0.08
C -8.81512 5.71050 2.20990 0.09 0.09 -0.12
O -9.66854 5.78263 3.05125 -0.11 -0.03 0.11
O -7.94707 4.70449 2.06798 0.06 -0.11 0.01
C -8.05077 3.69959 3.07984 0.06 -0.16 0.03
H -7.92852 8.99979 2.27238 -0.02 0.07 -0.08
H -9.57450 9.65993 2.30277 -0.01 0.01 -0.05
H -9.13325 8.31335 3.35578 -0.09 -0.02 0.00
H -9.26488 8.23715 0.30301 0.11 -0.13 -0.07
H -10.44118 7.48831 1.37349 0.02 -0.11 0.11
H -9.06807 3.32516 3.15768 -0.05 0.07 0.04
H -7.72388 4.09498 4.03952 -0.09 0.03 0.04
H -7.38982 2.89127 2.78031 0.05 0.06 -0.09
```
Positions in Å, forces in eV/Å.

## Properties
E_tot = -150510.4157 eV
multiplicity = 1
E_HOMO = -12.001 eV
gap between HOMO and LUMO = 7.79 eV
molar mass = 1116.80 g mol⁻¹
total charge = +1

Atomic partial charges in e from the Mulliken method, atoms 1 to 8: C -0.9403; B 0.3459; O -0.4037; S -0.1967; C 0.2550; Cl -0.1393; C 0.3236; C -1.4995